Version P
{"formula": "C2H5NO4", "method": "ωB97M-V/def2-TZVPD", "symbols": ["O", "N", "O", "C", "O", "C", "O", "H", "H", "H", "H", "H"], "coordinates": [[1.41, 0.02, 1.37], [0.57, -0.70, 0.87], [0.77, -1.89, 0.70], [-0.63, -0.12, 0.42], [-1.48, -1.13, 0.10], [-0.09, 0.72, -1.15], [1.14, 1.25, -0.86], [-0.98, 0.72, 1.04], [-0.84, -1.89, 0.30], [-0.08, -0.12, -1.79], [-0.87, 1.58, -1.09], [1.08, 1.55, 0.09]], "nbo_charge": [-0.3738, 0.4870, -0.4000, 0.1392, -0.7004, -0.0163, -0.6984, 0.2036, 0.4879, 0.2040, 0.1812, 0.4860], "smiles": "O=[N+]([O-])[C@H](O)CO", "lumo_ev": -0.4}

=====

Version Q
{"formula": "C2H5NO4", "method": "ωB97M-V/def2-TZVPD", "symbols": ["O", "C", "N", "C", "O", "O", "H", "H", "H", "O", "H", "H"], "coordinates": [[-0.32, 2.77, -0.41], [0.00, 1.70, -0.79], [-0.74, 0.56, -0.47], [-2.11, 0.70, 0.23], [-2.86, -0.27, 0.32], [-2.26, 1.81, 0.95], [0.81, 1.63, -1.39], [-0.51, -0.37, -0.84], [-2.10, 2.50, 0.28], [3.04, -3.39, 0.62], [3.38, -3.81, 1.41], [3.67, -3.84, 0.10]], "nbo_charge": [-0.5867, 0.5415, -0.7069, 0.8982, -0.5557, -0.6585, 0.1314, 0.4255, 0.5112, -0.9147, 0.4586, 0.4562], "smiles": "O=CNC(=O)O.O", "lumo_ev": 0.6}

=====

version Q is the most stable structure; the next one sits 99.0 kcal/mol above it.

=====

Version P
{"formula": "C4H10OS2", "method": "ωB97M-V/def2-TZVPD", "symbols": ["C", "C", "O", "H", "H", "H", "H", "C", "C", "S", "S", "H", "H", "H", "H", "H", "H"], "coordinates": [[-1.40, 1.79, 1.98], [-1.27, 0.74, 1.20], [-0.89, -0.47, 1.66], [-1.72, 2.74, 1.58], [-1.21, 1.76, 3.05], [-1.48, 0.82, 0.14], [-0.78, -1.09, 0.91], [2.25, -0.43, -0.46], [1.06, -0.34, -1.38], [0.07, -1.87, -1.17], [-1.70, -1.40, -2.14], [2.80, -1.36, -0.63], [1.95, -0.42, 0.59], [2.93, 0.39, -0.64], [1.35, -0.33, -2.44], [0.42, 0.51, -1.19], [-2.39, -1.04, -1.05]], "nbo_charge": [-0.5114, 0.1294, -0.7015, 0.2047, 0.2068, 0.1561, 0.4876, -0.6321, -0.5065, 0.0608, -0.1195, 0.2129, 0.2252, 0.2257, 0.2168, 0.2208, 0.1241], "smiles": "C=CO.CCSS", "lumo_ev": 0.3}

=====

Version Q
{"formula": "C4H10OS2", "method": "ωB97M-V/def2-TZVPD", "symbols": ["C", "C", "C", "O", "C", "S", "S", "H", "H", "H", "H", "H", "H", "H", "H", "H", "H"], "coordinates": [[-1.37, -0.23, -0.09], [0.05, -0.30, 0.42], [0.58, -1.73, 0.35], [0.21, 0.09, 1.77], [0.90, 0.73, -0.59], [0.63, 0.62, -2.44], [0.34, 2.44, -0.19], [-1.60, 0.83, -0.06], [-2.08, -0.59, 0.55], [-1.31, -0.59, -1.10], [1.55, -1.71, 0.68], [0.55, -2.19, -0.62], [-0.04, -2.44, 0.88], [-0.56, 0.56, 2.10], [1.95, 0.79, -0.60], [-0.44, 1.41, -2.22], [0.64, 2.31, 1.16]], "nbo_charge": [-0.6724, 0.2778, -0.6310, -0.7262, -0.4413, -0.0290, -0.0660, 0.2170, 0.2156, 0.2356, 0.2130, 0.2156, 0.2188, 0.4782, 0.2231, 0.1260, 0.1452], "smiles": "CC(C)(O)C(S)S", "lumo_ev": 0.6}

=====

Version R
{"formula": "C4H10OS2", "method": "ωB97M-V/def2-TZVPD", "symbols": ["C", "C", "C", "O", "C", "S", "S", "H", "H", "H", "H", "H", "H", "H", "H", "H", "H"], "coordinates": [[-0.52, -0.38, 1.22], [-0.41, -0.23, -0.26], [-1.30, 0.96, -0.70], [-0.72, -1.43, -0.83], [1.09, -0.04, -0.63], [1.84, 1.50, 0.13], [2.12, -1.52, -0.14], [-1.51, -0.72, 1.25], [-0.34, 0.46, 1.68], [0.07, -1.15, 1.53], [-2.27, 0.49, -0.76], [-1.04, 1.39, -1.62], [-1.26, 1.78, -0.12], [-1.63, -1.79, -0.52], [1.31, 0.22, -1.75], [1.43, 1.26, 1.41], [3.17, -0.81, 0.10]], "nbo_charge": [-0.6201, 0.2275, -0.6232, -0.7176, -0.4209, -0.0417, -0.0226, 0.1955, 0.1993, 0.2264, 0.2048, 0.2167, 0.2170, 0.4744, 0.2421, 0.1215, 0.1208], "smiles": "CC(C)(O)C(S)S", "lumo_ev": 0.7}

=====

version P is the most stable structure; the next one sits 10.8 kcal/mol above it.

=====

Version P
{"formula": "C31H23MnN11O3", "method": "ωB97M-V/def2-TZVPD", "symbols": ["Mn", "N", "C", "N", "C", "N", "N", "C", "C", "C", "C", "C", "C", "N", "C", "C", "C", "C", "C", "C", "H", "H", "H", "H", "H", "H", "H", "H", "H", "H", "H", "O", "C", "O", "C", "C", "C", "C", "C", "C", "C", "C", "C", "N", "H", "H", "H", "H", "H", "H", "N", "C", "C", "C", "N", "H", "H", "H", "H", "N", "C", "O", "C", "C", "N", "C", "N", "H", "H"], "coordinates": [[0.40, 0.35, 0.10], [0.55, -3.69, 2.20], [0.65, -2.82, 1.19], [-0.08, -1.76, 1.06], [-1.05, -1.49, 2.01], [-1.83, -0.45, 1.90], [-1.44, 0.34, 0.85], [-2.34, 1.10, 0.33], [-1.93, 1.80, -0.88], [-2.73, 2.74, -1.52], [-2.23, 3.36, -2.66], [-0.97, 3.02, -3.12], [-0.25, 2.06, -2.43], [-0.71, 1.45, -1.34], [-1.21, -2.40, 3.15], [-2.12, -2.15, 4.18], [-2.17, -3.00, 5.27], [-1.30, -4.09, 5.34], [-0.39, -4.34, 4.34], [-0.36, -3.49, 3.24], [1.23, -4.44, 2.28], [1.41, -3.03, 0.45], [-3.34, 1.17, 0.74], [-3.70, 2.99, -1.13], [-2.82, 4.11, -3.17], [-0.55, 3.48, -3.99], [0.74, 1.75, -2.75], [-2.74, -1.27, 4.12], [-2.85, -2.80, 6.07], [-1.33, -4.74, 6.21], [0.30, -5.17, 4.41], [3.81, -0.30, -2.08], [2.68, -0.29, -1.64], [2.25, 0.42, -0.66], [1.62, -1.17, -2.29], [1.98, -1.96, -3.41], [1.02, -2.74, -3.99], [-0.29, -2.74, -3.45], [-1.34, -3.52, -3.99], [-2.58, -3.50, -3.43], [-2.83, -2.69, -2.30], [-1.84, -1.92, -1.76], [-0.55, -1.93, -2.33], [0.43, -1.15, -1.77], [3.00, -1.91, -3.76], [1.24, -3.35, -4.85], [-1.13, -4.14, -4.86], [-3.38, -4.10, -3.85], [-3.82, -2.68, -1.86], [-2.02, -1.31, -0.89], [1.95, 2.88, 0.17], [2.10, 4.21, 0.13], [0.93, 4.76, 0.61], [0.13, 3.65, 0.92], [0.76, 2.51, 0.65], [2.59, 2.14, -0.13], [3.01, 4.66, -0.22], [0.70, 5.80, 0.74], [-0.86, 3.62, 1.35], [3.03, -1.13, 1.70], [2.05, -0.59, 2.49], [1.27, 0.27, 2.01], [1.88, -1.11, 3.79], [2.62, -2.25, 4.18], [3.26, -3.18, 4.39], [0.88, -0.57, 4.65], [0.07, -0.14, 5.34], [3.25, -0.56, 0.89], [3.80, -1.59, 2.15]], "nbo_charge": [1.0831, -0.5454, 0.3713, -0.5664, 0.4475, -0.3473, -0.2288, 0.0275, 0.1462, -0.2182, -0.1518, -0.2433, 0.0728, -0.4264, -0.1655, -0.1085, -0.2151, -0.1573, -0.2624, 0.2550, 0.4299, 0.2120, 0.2113, 0.2274, 0.2250, 0.2298, 0.2090, 0.2444, 0.2222, 0.2206, 0.2250, -0.6318, 0.7535, -0.8256, 0.1114, -0.2240, -0.1333, -0.1082, -0.1746, -0.2102, -0.1857, -0.2119, 0.2291, -0.4365, 0.2539, 0.2187, 0.2142, 0.2188, 0.2179, 0.2170, -0.3232, -0.0278, -0.3343, -0.0292, -0.2815, 0.4489, 0.2250, 0.2316, 0.2161, -0.8494, 0.6869, -0.7430, -0.5852, 0.3253, -0.4316, 0.3260, -0.3920, 0.4156, 0.4053], "spin_multiplicity": 2, "lumo_ev": [-0.8, -0.8], "s_squared": 1.12}

=====

Version Q
{"formula": "C31H23MnN11O3", "method": "ωB97M-V/def2-TZVPD", "symbols": ["Mn", "N", "C", "N", "C", "N", "N", "C", "C", "C", "C", "C", "C", "N", "C", "C", "C", "C", "C", "C", "H", "H", "H", "H", "H", "H", "H", "H", "H", "H", "H", "O", "C", "O", "C", "C", "C", "C", "C", "C", "C", "C", "C", "N", "H", "H", "H", "H", "H", "H", "N", "C", "C", "C", "N", "H", "H", "H", "H", "N", "C", "O", "C", "C", "N", "C", "N", "H", "H"], "coordinates": [[0.56, 0.73, 0.33], [-0.35, -3.70, 0.57], [0.21, -2.59, 0.11], [-0.34, -1.42, 0.14], [-1.62, -1.30, 0.65], [-2.25, -0.17, 0.60], [-1.41, 0.84, 0.20], [-1.93, 1.89, -0.23], [-1.01, 2.86, -0.81], [-1.42, 4.10, -1.27], [-0.46, 4.99, -1.72], [0.87, 4.61, -1.72], [1.18, 3.33, -1.30], [0.27, 2.48, -0.86], [-2.27, -2.46, 1.23], [-3.50, -2.39, 1.90], [-4.01, -3.50, 2.52], [-3.31, -4.70, 2.49], [-2.10, -4.80, 1.84], [-1.58, -3.67, 1.21], [0.17, -4.56, 0.57], [1.21, -2.69, -0.32], [-3.01, 2.02, -0.21], [-2.47, 4.36, -1.24], [-0.75, 5.98, -2.06], [1.65, 5.29, -2.04], [2.21, 2.97, -1.31], [-4.01, -1.43, 1.94], [-4.95, -3.43, 3.05], [-3.70, -5.57, 3.01], [-1.54, -5.73, 1.83], [4.49, 0.00, -0.50], [3.28, 0.17, -0.55], [2.52, 0.62, 0.38], [2.54, -0.19, -1.84], [3.27, -0.64, -2.95], [2.60, -0.94, -4.10], [1.20, -0.79, -4.14], [0.44, -1.07, -5.31], [-0.91, -0.92, -5.30], [-1.58, -0.48, -4.13], [-0.87, -0.20, -2.99], [0.54, -0.33, -2.98], [1.24, -0.04, -1.84], [4.34, -0.74, -2.85], [3.13, -1.29, -4.98], [0.96, -1.41, -6.20], [-1.49, -1.13, -6.19], [-2.66, -0.38, -4.12], [-1.36, 0.13, -2.09], [1.94, 2.91, 1.94], [2.13, 4.17, 2.37], [0.88, 4.73, 2.51], [-0.01, 3.70, 2.13], [0.64, 2.61, 1.79], [2.62, 2.19, 1.73], [3.12, 4.57, 2.55], [0.64, 5.73, 2.84], [-1.10, 3.72, 2.12], [2.02, -1.64, 2.29], [0.86, -1.09, 2.79], [0.45, -0.02, 2.28], [0.14, -1.79, 3.79], [0.63, -3.04, 4.27], [1.09, -4.06, 4.60], [-1.08, -1.27, 4.29], [-2.08, -0.84, 4.70], [2.57, -0.99, 1.75], [2.52, -2.30, 2.86]], "nbo_charge": [1.1076, -0.5277, 0.3767, -0.5651, 0.4294, -0.3481, -0.2366, 0.0394, 0.1581, -0.2173, -0.1522, -0.2398, 0.0669, -0.4341, -0.0828, -0.1380, -0.2125, -0.1595, -0.2321, 0.1688, 0.4236, 0.2084, 0.2094, 0.2268, 0.2256, 0.2311, 0.2113, 0.2476, 0.2247, 0.2226, 0.2201, -0.6322, 0.7500, -0.8225, 0.1101, -0.2251, -0.1358, -0.1088, -0.1746, -0.2113, -0.1850, -0.2170, 0.2314, -0.4358, 0.2540, 0.2187, 0.2147, 0.2191, 0.2182, 0.2156, -0.3253, -0.0346, -0.3336, -0.0327, -0.2765, 0.4388, 0.2273, 0.2322, 0.2172, -0.8495, 0.6777, -0.7491, -0.5716, 0.3195, -0.4174, 0.3256, -0.3977, 0.4088, 0.4047], "spin_multiplicity": 2, "lumo_ev": [-0.8, -0.8], "s_squared": 1.24}

=====

version P is the most stable structure; the next one sits 8.2 kcal/mol above it.

=====

Version P
{"formula": "C5H10NO", "method": "ωB97M-V/def2-TZVPD", "symbols": ["C", "C", "N", "C", "O", "C", "C", "H", "H", "H", "H", "H", "H", "H", "H", "H", "H"], "coordinates": [[1.06, 2.40, 0.76], [1.11, 1.09, 0.92], [0.03, 0.22, 0.58], [-0.87, 0.03, 1.56], [-1.91, -0.71, 1.47], [-0.11, -0.35, -0.77], [-0.17, -1.98, -0.76], [0.14, 2.72, 0.25], [1.88, 3.12, 0.71], [2.14, 0.64, 1.10], [-0.75, 0.56, 2.58], [-2.11, -0.99, 0.55], [-1.13, -0.05, -1.20], [0.72, -0.08, -1.30], [-1.18, -2.40, -0.77], [0.22, -2.41, -1.66], [0.23, -2.29, 0.21]], "nbo_charge": [-0.3124, -0.0868, -0.3668, 0.5592, -0.5689, -0.2328, -0.6339, 0.2047, 0.2548, 0.2407, 0.2496, 0.5228, 0.2264, 0.2446, 0.2124, 0.2602, 0.2262], "total_charge": 1, "smiles": "C=C/[N+](=C/O)CC", "lumo_ev": -4.2}

=====

Version Q
{"formula": "C5H10NO", "method": "ωB97M-V/def2-TZVPD", "symbols": ["O", "C", "C", "C", "C", "C", "N", "H", "H", "H", "H", "H", "H", "H", "H", "H", "H"], "coordinates": [[2.36, -2.27, -0.28], [2.39, -1.22, -0.87], [1.22, -0.31, -0.96], [0.13, -0.55, 0.12], [-0.73, 0.73, 0.39], [-1.78, 0.27, 1.31], [-0.47, 1.92, -0.21], [3.00, -1.24, -1.84], [0.80, -0.73, -1.90], [1.41, 0.74, -1.25], [-0.53, -1.34, -0.36], [0.16, -0.76, 1.19], [-2.18, -0.57, 0.73], [-2.67, 0.61, 2.23], [-2.60, 0.13, 2.85], [-0.92, 2.24, -1.05], [0.44, 2.36, -0.09]], "nbo_charge": [-0.4818, 0.4138, -0.5135, -0.4708, 0.3988, -0.2928, -0.8698, 0.1418, 0.2630, 0.2438, 0.2762, 0.2848, 0.2525, 0.0147, 0.4679, 0.4473, 0.4241], "total_charge": 1, "lumo_ev": -7.3}

=====

version P is the most stable structure; the next one sits 171.3 kcal/mol above it.